{"formula": "C5H8N2", "method": "ωB97M-V/def2-TZVPD", "total_charge": 0, "smiles": "Cn1cccc1N", "homo_energy_ev": -7.944, "e_lumo_ev": 0.953, "energy_ev": -8294.1491, "e_above_lowest_kj_mol": 81.7, "orbital_gap_ev": 8.90, "elements": ["C", "N", "C", "C", "C", "C", "N", "H", "H", "H", "H", "H", "H", "H", "H"], "xyz": [[1.83779, -0.23429, -0.23316], [0.42451, 0.22255, -0.38755], [-0.30204, 0.99162, -1.29935], [-1.62983, 0.99007, -0.91676], [-1.74056, 0.19588, 0.25141], [-0.47608, -0.26096, 0.53848], [0.06852, -1.07121, 1.53267], [2.06729, -0.52027, 0.80839], [2.02403, -1.16465, -0.78720], [2.55569, 0.53850, -0.50428], [0.11126, 1.50184, -2.16193], [-2.46002, 1.49598, -1.40584], [-2.63546, -0.02598, 0.82100], [0.20902, -0.66927, 2.44106], [-0.06439, -2.06417, 1.47593]], "forces_ev_per_a": [[0.0, 0.2, -0.4], [0.0, -0.2, 0.3], [0.3, -0.1, 0.1], [0.2, -0.1, 0.0], [0.2, -0.2, 0.1], [0.1, 0.0, 0.0], [-0.4, -0.2, 0.4], [-0.6, 0.5, -0.6], [-0.1, 0.4, -0.3], [-0.2, 0.0, -0.4], [0.3, -0.3, 0.3], [0.5, -0.1, 0.0], [0.2, 0.0, -0.1], [-0.2, -0.2, 0.2], [-0.2, 0.0, 0.2]]}


{"formula": "C40H31AuBrN4O3PS2", "method": "ωB97M-V/def2-TZVPD", "total_charge": 2, "homo_energy_ev": -13.467, "e_lumo_ev": -7.293, "energy_ev": -158765.7569, "e_above_lowest_kj_mol": 66.4, "orbital_gap_ev": 6.17, "elements": ["Au", "Br", "C", "C", "C", "C", "C", "C", "N", "C", "C", "C", "C", "C", "C", "N", "H", "H", "H", "H", "H", "H", "H", "H", "H", "O", "S", "O", "O", "C", "C", "C", "C", "C", "C", "P", "C", "C", "C", "C", "C", "C", "C", "C", "C", "C", "C", "C", "H", "H", "H", "H", "H", "H", "H", "H", "H", "H", "H", "H", "H", "H", "S", "C", "C", "C", "N", "C", "C", "C", "C", "C", "N", "C", "C", "H", "H", "H", "H", "H", "H", "H", "H"], "xyz": [[-0.31936, -0.30144, -0.44659], [2.04232, 3.64106, 5.25795], [1.31718, 2.31676, 4.14316], [1.59855, 2.32017, 2.78757], [1.04143, 1.34834, 1.97280], [0.20182, 0.37672, 2.50113], [-0.04967, 0.35473, 3.87314], [0.50239, 1.32663, 4.68554], [-0.36586, -0.57881, 1.58864], [-0.99630, -1.62376, 1.99693], [-1.44090, -2.69194, 1.11191], [-2.26092, -3.70332, 1.58745], [-2.62293, -4.71975, 0.70905], [-2.14362, -4.68206, -0.58525], [-1.31634, -3.62852, -0.97448], [-0.96903, -2.66125, -0.14613], [2.24906, 3.07305, 2.36457], [1.28346, 1.35093, 0.92069], [-0.67834, -0.38727, 4.34443], [0.30092, 1.31759, 5.74754], [-1.16619, -1.75978, 3.05899], [-2.60625, -3.69774, 2.61255], [-3.26377, -5.52617, 1.03770], [-2.39611, -5.45456, -1.29763], [-0.93046, -3.56952, -1.98512], [-1.77630, -1.28179, -4.10104], [-1.90575, -0.45681, -2.95554], [-2.68432, -0.92832, -1.82719], [-0.49163, -0.02452, -2.41267], [-2.55533, 1.14859, -3.23086], [-3.03763, 1.59473, -4.43876], [-3.63526, 2.85179, -4.49339], [-3.73199, 3.62617, -3.35152], [-3.21321, 3.17645, -2.13965], [-2.62549, 1.92117, -2.06452], [-1.90131, 1.47519, -0.44360], [-3.19035, 1.16814, 0.75295], [-4.40671, 0.65102, 0.30532], [-5.40326, 0.35686, 1.22225], [-5.18743, 0.56809, 2.57682], [-3.97244, 1.07587, 3.02372], [-2.97031, 1.37505, 2.11763], [-0.93895, 2.94303, -0.03449], [0.25216, 3.14949, -0.73384], [0.99274, 4.29565, -0.51189], [0.54715, 5.24579, 0.40161], [-0.64800, 5.05604, 1.07800], [-1.39706, 3.90789, 0.85947], [-2.96208, 0.96484, -5.31518], [-4.02946, 3.21857, -5.43086], [-4.20657, 4.59676, -3.39531], [-3.27444, 3.81723, -1.26921], [-4.57126, 0.47366, -0.74915], [-6.35064, -0.03295, 0.87648], [-5.97131, 0.34513, 3.28824], [-3.81255, 1.25479, 4.07871], [-2.03157, 1.77924, 2.47463], [0.59752, 2.42055, -1.46068], [1.91329, 4.45612, -1.05688], [1.12834, 6.14185, 0.57317], [-1.00508, 5.80418, 1.77247], [-2.33672, 3.78029, 1.37982], [6.36074, -1.20294, -1.33126], [4.60376, -1.05453, -1.08653], [4.01809, -1.32027, 0.14914], [2.65458, -1.18260, 0.29032], [1.86502, -0.78590, -0.71539], [2.41670, -0.52757, -1.90520], [3.77632, -0.64787, -2.12673], [6.45174, -2.98831, -1.25021], [6.22014, -3.75262, -2.38364], [6.29758, -5.13408, -2.26565], [6.58564, -5.75682, -1.12935], [6.82923, -5.01354, -0.05735], [6.77726, -3.62535, -0.06159], [4.61948, -1.63610, 0.98993], [2.17369, -1.39344, 1.23680], [1.74363, -0.23522, -2.70007], [4.18445, -0.43411, -3.10449], [5.99557, -3.29193, -3.33593], [6.12240, -5.76468, -3.12964], [7.08270, -5.54628, 0.85194], [7.00335, -3.06183, 0.83330]], "forces_ev_per_a": [[0.0, 1.0, 0.0], [0.0, 0.0, 0.0], [0.0, 0.0, 0.0], [0.0, 0.0, 0.0], [0.0, 0.0, 0.1], [0.1, 0.1, -0.1], [0.0, 0.1, 0.0], [0.0, 0.0, 0.0], [0.0, -0.1, 0.1], [0.2, 0.0, -0.1], [0.0, -0.1, 0.0], [0.1, 0.0, 0.0], [0.0, 0.0, 0.0], [0.0, 0.0, 0.0], [0.0, 0.0, 0.0], [0.0, 0.0, 0.2], [0.0, 0.0, 0.0], [0.0, 0.0, 0.0], [0.0, 0.0, -0.1], [0.0, 0.0, 0.0], [0.0, 0.0, 0.0], [0.0, 0.0, 0.0], [0.0, 0.0, 0.0], [0.0, 0.0, 0.0], [0.0, 0.0, 0.0], [0.2, 0.3, -0.2], [-0.3, 0.1, 0.5], [0.1, -0.3, -0.2], [0.1, -0.5, -0.2], [0.0, -0.2, 0.2], [0.0, 0.0, 0.0], [0.0, 0.0, 0.0], [0.0, 0.0, 0.0], [0.0, 0.0, -0.1], [0.1, 0.0, 0.0], [0.1, 0.0, 0.1], [0.0, 0.0, -0.1], [0.0, 0.0, 0.0], [0.0, 0.0, 0.0], [0.0, 0.0, 0.0], [0.0, 0.0, 0.0], [0.0, 0.0, 0.0], [-0.1, -0.1, 0.1], [0.0, 0.0, -0.1], [0.0, 0.0, 0.0], [0.0, 0.0, 0.0], [0.0, 0.0, 0.0], [0.0, 0.0, 0.1], [0.0, 0.0, 0.0], [0.0, 0.0, 0.0], [0.0, 0.0, 0.0], [0.0, 0.0, 0.0], [0.0, 0.0, 0.0], [0.0, 0.0, 0.0], [0.0, 0.0, 0.0], [0.0, 0.0, 0.0], [0.0, 0.0, 0.0], [0.0, 0.0, 0.0], [0.0, 0.0, 0.0], [0.0, 0.0, 0.0], [0.0, 0.0, 0.0], [0.0, 0.0, 0.0], [-0.1, 0.0, -0.1], [0.0, 0.0, 0.0], [0.0, -0.1, 0.0], [0.0, -0.1, 0.1], [-0.2, -0.3, 0.0], [0.1, 0.0, -0.1], [0.0, 0.1, 0.0], [0.0, -0.1, 0.1], [0.0, 0.0, 0.0], [0.0, 0.0, -0.1], [0.0, -0.1, 0.0], [0.0, 0.1, 0.0], [0.0, 0.0, 0.0], [0.0, 0.0, 0.0], [0.0, 0.0, 0.0], [0.0, 0.0, 0.0], [0.0, 0.0, 0.0], [0.0, 0.0, 0.0], [0.0, 0.0, 0.0], [0.0, 0.0, 0.0], [0.0, 0.0, 0.0]]}


{"formula": "C3H10N2O", "method": "ωB97M-V/def2-TZVPD", "total_charge": 0, "smiles": "[H]/N=C/NCC.O", "homo_energy_ev": -8.907, "e_lumo_ev": 0.528, "energy_ev": -8298.8679, "e_above_lowest_kj_mol": 254.3, "orbital_gap_ev": 9.44, "elements": ["H", "N", "C", "N", "C", "C", "H", "H", "H", "H", "H", "H", "H", "O", "H", "H"], "xyz": [[2.80857, 2.85744, -0.80560], [1.96762, 2.61534, -0.24420], [1.78513, 1.34042, 0.05096], [1.06413, 1.15320, 1.28901], [0.20707, -0.02082, 1.26766], [-1.20562, 0.48964, 0.82181], [2.41098, 0.58444, -0.24849], [0.56837, 2.10060, 1.50202], [0.14263, -0.38105, 2.34803], [0.63820, -0.92344, 0.64747], [-1.82241, 0.60771, 1.69359], [-1.55112, -0.28219, -0.00926], [-1.26412, 1.29039, 0.11541], [-2.21059, -3.98357, -2.63576], [-1.87602, -4.13478, -3.52388], [-1.66284, -3.31334, -2.26875]], "forces_ev_per_a": [[-1.0, -0.8, 0.0], [0.2, -2.1, 0.0], [-0.3, 6.3, 3.3], [0.8, 1.0, -2.5], [-0.9, -0.2, 1.0], [0.2, -3.9, -2.5], [1.0, -2.2, -1.0], [1.1, -2.4, -0.5], [-0.1, 0.1, -1.4], [-0.7, 2.1, 1.0], [-0.7, 0.0, -0.1], [-0.3, 0.7, 2.3], [0.8, 1.4, 0.3], [-0.7, -0.9, -0.4], [0.0, 0.0, 0.0], [0.7, 0.8, 0.4]]}


{"formula": "CH6N2S2", "method": "ωB97M-V/def2-TZVPD", "total_charge": 0, "smiles": "[H]/N=C/N.SS", "homo_energy_ev": -8.878, "e_lumo_ev": 0.464, "energy_ev": -25783.6457, "e_above_lowest_kj_mol": 121.9, "orbital_gap_ev": 9.34, "elements": ["H", "N", "C", "N", "H", "H", "H", "S", "S", "H", "H"], "xyz": [[2.27839, 2.51525, -0.49965], [2.86044, 1.95303, -1.15652], [1.89377, 1.91319, -2.12715], [1.76966, 0.80451, -3.05982], [1.01501, 2.58286, -2.30300], [1.21181, 1.05432, -3.88776], [2.65871, 0.35378, -3.21184], [-3.93619, -2.14805, 3.35557], [-2.57567, -2.99361, 4.60522], [-4.77465, -1.83698, 4.35954], [-2.40129, -4.19831, 3.92542]], "forces_ev_per_a": [[1.5, 0.4, 0.1], [-5.2, 0.2, -3.1], [2.0, -2.5, 0.8], [0.3, 2.8, 1.1], [0.7, -0.3, 0.9], [0.8, -0.4, 0.5], [0.0, -0.3, -0.3], [-0.5, 0.5, -0.2], [1.0, -1.3, -0.2], [-0.2, -0.1, -0.3], [-0.4, 1.0, 0.7]]}


{"formula": "C12H36ClI2LaN3OP3", "method": "ωB97M-V/def2-TZVPD", "total_charge": 2, "homo_energy_ev": [-13.562, -13.477], "e_lumo_ev": [-7.592, -8.021], "energy_ev": -76980.5761, "e_above_lowest_kj_mol": 441.5, "orbital_gap_ev": [5.97, 5.46], "elements": ["I", "I", "La", "P", "C", "C", "H", "H", "H", "H", "H", "H", "C", "H", "H", "H", "P", "C", "C", "H", "H", "H", "C", "H", "H", "H", "H", "H", "H", "Cl", "C", "N", "C", "P", "O", "N", "C", "C", "N", "C", "C", "H", "H", "H", "H", "H", "H", "H", "H", "H", "H", "H", "H", "H", "H", "H", "H", "H", "H"], "xyz": [[-1.70579, 1.66302, -0.70421], [-1.97000, -2.70711, -0.40185], [0.84389, -0.80004, -2.79469], [-2.72397, -0.05438, -2.35073], [-3.94474, 0.06509, -0.95281], [-3.36071, 1.29096, -3.44309], [-4.43308, 1.13891, -3.60514], [-4.49155, -1.18152, -3.55619], [-2.81169, 1.22678, -4.39162], [-2.86795, -1.48638, -4.28420], [-3.55930, 0.77813, -0.18161], [-3.20566, 2.27440, -2.98941], [-3.44536, -1.43048, -3.35551], [-4.89154, 0.48090, -1.30655], [-3.39449, -2.35886, -2.78361], [-4.09185, -0.90095, -0.46877], [3.29911, -0.00064, -2.26007], [4.29069, 0.12715, -0.76816], [3.92298, -1.45286, -3.27592], [3.16436, 1.30998, -4.31456], [4.86051, 1.25638, -3.66067], [3.62996, 2.30720, -2.87748], [3.79321, 1.35425, -3.40567], [3.34860, -1.52769, -4.22235], [4.98932, -1.28109, -3.48864], [5.35370, 0.01818, -0.96727], [3.97764, -0.66105, -0.07938], [3.82547, -2.37896, -2.68364], [4.10994, 1.10778, -0.32768], [0.27096, -0.81321, -5.28753], [1.96369, 1.63614, 2.66424], [0.53889, 1.50032, 2.34332], [-0.01742, 2.84683, 2.02669], [0.08710, 0.05816, 1.63121], [0.65344, -0.30343, 0.28335], [0.80804, -1.03838, 2.62067], [1.05479, -2.40016, 2.19017], [0.58151, -0.94037, 4.04947], [-1.56818, 0.05595, 2.06052], [-2.38404, -1.14794, 1.94931], [-1.98434, 0.64423, 3.32578], [2.08668, 2.66214, 3.04753], [2.57532, 1.55067, 1.75598], [2.36829, 0.88324, 3.35906], [0.35965, 3.19807, 1.05362], [-1.09867, 2.87526, 1.94089], [0.27778, 3.56314, 2.81758], [1.19672, -2.47154, 1.11366], [1.96264, -2.72646, 2.70083], [0.21922, -3.04714, 2.47682], [1.39112, -1.46950, 4.56336], [0.57570, 0.10473, 4.38397], [-0.37687, -1.39759, 4.35034], [-2.15729, -1.89768, 2.70200], [-3.43802, -0.92555, 1.84395], [-2.09659, -1.52979, 0.94749], [-1.80012, -0.07014, 4.15446], [-1.49112, 1.57631, 3.59712], [-3.07059, 0.84653, 3.23567]], "forces_ev_per_a": [[3.8, 2.6, -0.4], [0.9, -2.4, -2.1], [-4.1, -0.6, 1.4], [-2.0, 0.7, -0.6], [-0.7, -0.2, 0.8], [0.4, 0.1, 0.0], [0.2, -0.1, -0.1], [0.2, 0.0, 0.0], [-0.3, 0.2, 0.1], [-0.2, -0.2, 0.1], [-1.4, -1.5, -0.7], [0.0, -0.3, -0.3], [0.4, -0.3, 0.2], [-0.1, -0.3, -0.2], [0.0, 0.0, -0.4], [-0.4, 0.0, -0.3], [3.2, 1.0, -0.7], [0.0, -0.2, 0.2], [-0.5, 0.1, 0.8], [0.4, 0.1, 0.3], [-0.4, 0.0, 0.0], [0.0, -0.2, -0.4], [-0.2, 0.1, 0.4], [0.4, 0.0, 0.2], [-0.4, -0.1, -0.1], [0.1, 0.0, -0.1], [0.0, 0.2, 0.1], [0.1, 0.1, -0.4], [-0.1, -0.1, 0.1], [0.2, 0.1, 0.2], [0.6, 0.2, -0.3], [-0.2, 0.4, -0.4], [0.2, -0.2, -0.3], [0.6, 0.1, 1.9], [-1.0, 0.1, -1.1], [0.1, 0.1, 0.2], [0.2, -0.1, 0.2], [-0.1, -0.1, 0.6], [0.0, -0.2, -0.4], [1.0, 1.2, 0.0], [-0.6, 0.4, 1.0], [0.2, -0.6, 0.1], [0.0, 0.2, 0.0], [-0.5, 0.4, -0.1], [0.1, 0.1, 0.3], [-0.1, -0.3, 0.2], [-0.1, -0.5, -0.4], [0.0, 0.1, 0.1], [-0.1, -0.3, -0.1], [0.1, -0.2, 0.0], [-0.1, 0.1, 0.0], [0.0, -0.4, -0.1], [0.4, -0.1, 0.0], [-0.1, -0.2, 0.1], [-0.2, 0.1, 0.3], [0.0, 0.5, 0.7], [-0.4, 0.5, -0.3], [0.0, -0.2, -0.3], [0.5, -0.1, 0.3]]}